(1)
{"formula": "C8H5BrNO4", "method": "the ωB97M-V functional and the def2-TZVPD basis", "species": ["C", "C", "C", "C", "C", "C", "C", "C", "N", "O", "O", "O", "O", "Br", "H", "H", "H", "H", "H"], "coordinates": [[-2.6435, -0.4028, -0.3822], [-1.6687, -1.2428, -1.0340], [-2.2516, 0.3291, 0.7641], [-0.3241, -1.2690, -0.6334], [-0.9153, 0.2202, 1.1544], [-0.0404, -0.5265, 0.5370], [1.1218, 2.2621, -1.0581], [2.0955, -0.8242, 1.2145], [2.7664, 0.1463, 0.5946], [0.9036, 1.3187, -1.7111], [4.0192, 0.0165, 0.4343], [1.1969, 3.3242, -0.5913], [2.2355, 1.2971, 0.4993], [2.5710, -2.6185, 0.7529], [-3.7306, -0.2797, -0.8551], [-1.9302, -1.4833, -2.0492], [-3.0557, 0.8494, 1.3401], [0.3239, -1.8516, -1.1657], [-0.6738, 0.7349, 2.1890]], "forces_ev_per_a": [[-0.58, 0.12, -0.40], [-0.44, 2.43, 0.04], [-1.67, -1.14, -1.41], [-3.25, 1.79, 2.42], [-1.79, 3.09, 5.04], [5.75, -3.45, -1.76], [-0.41, -0.23, -0.65], [-4.82, -0.78, -0.86], [2.15, 1.68, 0.62], [0.06, 0.37, -0.07], [-1.04, -0.02, -0.50], [-0.01, 0.15, 0.05], [0.54, -0.52, 0.24], [0.00, 0.20, 0.04], [2.53, -0.42, 1.21], [-0.06, -0.98, -0.18], [1.16, -0.17, -0.45], [1.98, -1.20, -1.07], [-0.08, -0.94, -2.30]], "relative_energy_kcal_mol": 81.9, "homo_lumo_gap_ev": 7.47, "total_charge": -1, "e_tot_ha": -3237.4257, "e_lumo_ev": 3.17}

***

(2)
{"formula": "C8H5ClNO2S", "method": "the ωB97M-V functional and the def2-TZVPD basis", "species": ["C", "C", "C", "C", "C", "C", "C", "C", "N", "O", "O", "S", "Cl", "H", "H", "H", "H", "H"], "coordinates": [[-2.1343, -1.6886, 0.7454], [2.5277, 0.1171, -0.0351], [1.7273, -0.2564, 1.0288], [2.0132, 0.3466, -1.2959], [0.3798, -0.2990, 0.7922], [0.6086, 0.1933, -1.4833], [-0.1921, -0.0422, -0.4015], [-1.5870, -0.1255, -0.4709], [-2.4827, -2.3609, 1.5997], [-2.4549, 0.9394, 1.8916], [-1.7866, 2.4791, 0.1217], [-2.6090, 1.3299, 0.4913], [-2.3064, -0.4618, -2.0994], [3.6512, 0.0253, 0.1137], [2.2716, -0.6433, 1.8583], [2.7301, 0.5922, -2.0419], [-0.4593, -0.6854, 1.5296], [0.1028, 0.5403, -2.3443]], "forces_ev_per_a": [[0.17, 0.52, -1.52], [2.25, -0.63, 0.09], [0.15, -0.08, -1.04], [-1.78, -0.53, 0.44], [-1.86, -1.74, 4.81], [2.67, 1.62, -0.55], [-0.27, 0.54, -1.13], [-2.03, -0.29, -1.85], [-0.81, -1.42, 1.86], [-0.76, 0.25, -0.44], [-0.70, 0.34, -0.38], [2.08, -0.67, 0.72], [0.29, 0.63, 1.22], [-1.43, 0.49, -0.30], [-0.38, 0.00, 1.04], [0.00, 0.19, -0.94], [2.43, 0.89, -0.79], [-0.01, -0.11, -1.23]], "homo_lumo_gap_ev": [5.53, 6.86], "total_charge": -1, "multiplicity": 3, "e_tot_ha": -1371.3335, "s2": 2.030, "e_lumo_ev": [3.25, 0.88]}

***

(3)
{"formula": "C8H5CrN2O5", "method": "the ωB97M-V functional and the def2-TZVPD basis", "species": ["O", "C", "Cr", "O", "C", "C", "O", "C", "O", "C", "O", "H", "N", "C", "C", "N", "C", "H", "H", "H", "H"], "coordinates": [[-0.5153, -0.1102, -5.4428], [-0.4983, -0.0769, -4.3227], [-0.2898, -0.0393, -1.3011], [2.5656, -1.2757, -1.3378], [1.5471, -0.8361, -1.4203], [-1.8147, 1.0673, -0.3615], [-2.6590, 1.6450, 0.3586], [-1.0985, -1.8297, -0.9847], [-1.6465, -2.7983, -0.7605], [0.5026, 1.7405, -1.1493], [0.8179, 2.8010, -0.8783], [-1.4205, 0.4249, -2.2937], [1.2465, 0.2564, 2.7375], [-0.0060, -0.3856, 3.0401], [-0.6111, -0.6215, 1.8218], [0.2120, -0.1283, 0.8879], [1.3227, 0.3716, 1.4147], [1.9840, 0.6121, 3.4101], [-0.2883, -0.5742, 4.0851], [-1.5312, -1.0703, 1.5652], [2.1809, 0.8272, 0.9316]], "forces_ev_per_a": [[-0.21, 0.09, -0.17], [0.63, -0.33, -0.54], [-0.49, -0.54, -0.35], [1.35, -0.65, -0.22], [0.57, -0.21, 0.21], [-7.38, 5.43, 7.63], [6.42, -4.70, -6.39], [-2.02, -2.63, -0.37], [1.08, 1.50, -0.15], [0.84, 3.89, -0.44], [-0.29, -1.82, -0.29], [-0.87, 0.19, -0.25], [-0.67, -0.40, 1.92], [1.13, 0.50, 0.39], [1.75, 0.86, 2.53], [1.54, 0.35, -2.10], [-0.84, -0.31, 0.51], [-1.56, -0.81, -1.06], [0.17, 0.07, -0.81], [-0.78, -0.33, 0.12], [-0.35, -0.16, -0.15]], "homo_lumo_gap_ev": [6.85, 7.41], "total_charge": 1, "multiplicity": 5, "e_tot_ha": -1837.6473, "s2": 6.033, "e_lumo_ev": [-3.80, -5.87]}

***

(4)
{"formula": "C8H5F3N4O7P2PmS", "method": "the ωB97M-V functional and the def2-TZVPD basis", "species": ["Pm", "O", "P", "O", "O", "O", "P", "O", "O", "O", "H", "H", "F", "C", "F", "F", "C", "C", "C", "C", "N", "C", "S", "H", "H", "H", "N", "C", "N", "C", "N"], "coordinates": [[0.9256, -0.7912, 0.2367], [-2.9713, -1.5081, -0.2678], [-2.2624, -1.9992, 1.0610], [-3.3269, -2.2328, 2.0182], [-1.0717, -1.0684, 1.1839], [-1.4802, -3.4097, 0.6527], [0.0664, -3.4227, 0.1690], [0.3164, -4.8793, -0.3274], [1.0532, -3.0070, 1.2372], [0.0854, -2.4260, -1.0318], [-3.9374, -1.6042, -0.1502], [0.3402, -5.4534, 0.5352], [1.3040, 4.8820, -1.5423], [0.6598, 4.6683, -0.4581], [1.5722, 4.5941, 0.5851], [-0.0540, 5.8131, -0.1687], [-0.3460, 3.4817, -0.5298], [-1.6736, 3.7279, -0.2869], [-2.5452, 2.6330, -0.1935], [-1.9538, 1.3713, -0.3084], [-0.7135, 1.1342, -0.6312], [0.1426, 2.1626, -0.6852], [1.7457, 1.6092, -1.1218], [-2.1221, 4.7021, -0.4332], [-3.5961, 2.7234, -0.1950], [-2.5454, 0.4793, -0.1944], [5.6150, -4.2732, 0.2277], [5.2605, -3.2249, 0.5429], [4.7555, -2.0023, 0.7535], [3.7737, -1.5904, -0.0027], [2.9835, -1.0894, -0.6745]], "forces_ev_per_a": [[-0.47, 2.21, -0.56], [-1.06, -0.17, -1.14], [1.36, -0.50, -0.74], [-0.27, -0.31, 1.38], [-0.86, 0.20, 1.25], [0.13, -0.32, 0.36], [-1.09, 1.79, -1.35], [-0.12, -2.23, 2.35], [-0.64, -0.02, -0.35], [0.36, -1.51, 1.25], [0.71, -0.07, -0.11], [0.10, 1.17, -2.40], [1.25, 0.29, -1.78], [-1.79, -0.45, 2.57], [-0.85, -0.37, -1.06], [0.28, -0.27, -0.26], [2.21, 0.84, 0.92], [-1.46, -0.82, -1.10], [2.07, -0.22, -0.40], [-2.12, 0.16, 0.11], [0.65, -0.11, 0.85], [0.75, 0.10, -1.02], [-0.21, 0.77, 0.57], [0.38, 0.24, 0.62], [-0.93, 0.18, 0.38], [-0.23, 0.11, -0.07], [0.68, -0.84, 0.27], [-1.31, 1.29, -0.62], [-0.73, 0.04, -0.35], [3.95, -1.76, 2.01], [-0.75, 0.54, -1.56]], "homo_lumo_gap_ev": [7.88, 7.92], "total_charge": -1, "multiplicity": 5, "e_tot_ha": -3042.9434, "s2": 6.005, "e_lumo_ev": [2.24, 2.26]}

***

(5)
{"formula": "C8H5F4N", "method": "the ωB97M-V functional and the def2-TZVPD basis", "species": ["C", "C", "C", "C", "C", "C", "C", "C", "N", "F", "F", "F", "F", "H", "H", "H", "H", "H"], "coordinates": [[-1.5952, -0.0177, 2.6676], [0.7691, -0.7603, -0.1341], [0.5141, 0.2583, -0.9585], [0.1911, -0.6036, 1.1240], [-0.4175, 1.3593, -0.7137], [-1.1653, -0.3881, 1.3723], [-1.7488, 1.1138, -0.7978], [-2.4872, 0.0814, -1.6042], [-2.1135, 0.2720, 3.6451], [-2.6001, 2.1746, -0.7661], [-2.1361, -1.1877, -1.2733], [-3.7870, 0.2263, -1.4253], [-2.2666, 0.1634, -2.8986], [1.5456, -1.6365, -0.3574], [0.8764, 0.3765, -1.8961], [0.7444, -0.9143, 1.9517], [-0.0633, 2.2968, -0.4074], [-1.8025, -0.4832, 0.5336]], "forces_ev_per_a": [[-0.64, -0.60, -0.68], [1.93, -1.08, -2.11], [-0.72, -0.30, 1.18], [-4.03, -1.27, 2.18], [-2.77, -2.28, 0.13], [3.96, -0.52, -0.17], [1.49, 3.07, -1.88], [0.17, -1.44, 0.51], [-0.10, 0.33, 0.93], [0.30, 0.15, 0.71], [-0.21, 0.06, 0.10], [-0.58, -0.31, 0.28], [0.43, 0.54, -1.02], [-1.82, 2.24, 0.42], [1.89, -0.17, -2.81], [1.19, 0.23, 1.51], [0.29, 1.37, 0.20], [-0.78, 0.00, 0.51]], "homo_lumo_gap_ev": 9.02, "total_charge": 0, "e_tot_ha": -761.9351, "smiles": "N#C/C=C/C=C\\C=C(\\F)C(F)(F)F", "e_lumo_ev": -0.40}

***

(6)
{"formula": "C8H5FNO3S", "method": "the ωB97M-V functional and the def2-TZVPD basis", "species": ["C", "C", "C", "C", "C", "C", "C", "C", "N", "O", "O", "O", "F", "S", "H", "H", "H", "H", "H"], "coordinates": [[1.3302, 1.2907, 1.4615], [0.2240, 0.6257, 2.0777], [1.3968, 1.4708, 0.0902], [-0.6736, -0.0489, 1.2926], [0.2993, 1.0381, -2.1439], [0.4164, 0.8027, -0.6889], [-0.6014, 0.0664, -0.0885], [-0.4377, 0.2545, -2.9436], [-1.2332, -0.7254, -0.9136], [-0.3975, -0.3951, -3.9510], [0.5613, -3.4714, 0.2411], [-1.2027, -2.4284, 1.7028], [-2.7610, -0.8506, -0.5809], [-0.8330, -3.1621, 0.5423], [2.1476, 1.5021, 2.0740], [0.1733, 0.6807, 3.1339], [2.3136, 1.8508, -0.3226], [-1.6494, -0.2799, 1.7414], [0.9271, 1.7790, -2.7246]], "forces_ev_per_a": [[-1.60, -1.06, -0.26], [1.70, 0.75, -1.52], [-0.55, -1.90, 0.63], [-1.91, 2.44, 1.94], [0.62, 0.48, 0.35], [0.51, 2.46, -1.45], [0.86, -0.24, 1.18], [2.29, -1.50, -1.11], [-2.63, -2.00, -3.07], [-1.75, 0.86, 1.28], [-1.10, 0.48, 0.83], [0.37, -0.36, 1.14], [1.68, 0.31, 0.28], [0.68, -0.51, -2.23], [1.18, 0.94, 0.90], [-0.25, -0.28, 0.91], [-0.03, 0.46, -0.43], [0.71, -0.48, -0.36], [-0.77, -0.83, 0.99]], "homo_lumo_gap_ev": 6.40, "total_charge": -1, "e_tot_ha": -1086.2801, "e_lumo_ev": 2.99}

***

(7)
{"formula": "C8H5N2O5Tm", "method": "the ωB97M-V functional and the def2-TZVPD basis", "species": ["O", "C", "Tm", "O", "C", "C", "O", "C", "O", "C", "O", "H", "N", "C", "C", "C", "N", "H", "H", "H", "H"], "coordinates": [[-4.5379, 0.4379, -1.3954], [-3.6558, 0.5073, -0.6634], [-0.5846, 0.9348, 0.1565], [-1.8545, 1.9101, -3.0003], [-1.4584, 1.5088, -1.9860], [1.5708, 1.9458, -0.0801], [2.6471, 2.3489, -0.1718], [0.0281, 0.8352, 2.3872], [0.3953, 0.8884, 3.4777], [-1.1806, 3.2350, 0.9422], [-1.3064, 4.3172, 1.3271], [-2.1378, 0.9826, 1.4158], [1.9610, -1.5655, 0.5890], [2.1165, -2.7734, 0.0028], [1.0576, -2.9418, -0.9012], [0.3069, -1.7686, -0.8074], [0.8215, -0.9439, 0.1366], [2.6184, -1.1378, 1.2774], [2.9426, -3.4190, 0.2087], [0.8624, -3.7856, -1.5696], [-0.6123, -1.5162, -1.3458]], "forces_ev_per_a": [[2.62, 0.22, 2.58], [-2.56, -0.37, -2.74], [-2.02, -1.87, 0.66], [1.82, -1.99, 4.85], [-2.05, 2.64, -6.63], [5.47, 2.42, -0.39], [-4.41, -1.71, 0.34], [1.86, 0.61, 5.11], [-1.51, -0.36, -3.75], [-0.09, 4.83, 1.53], [0.24, -4.57, -1.48], [1.01, 0.00, 0.07], [-0.13, -0.05, 0.13], [-1.20, 0.79, -0.68], [0.20, 0.02, -0.12], [0.49, -0.47, 0.69], [0.61, 0.14, -0.18], [-1.10, -0.42, -0.83], [0.31, -0.14, 0.22], [0.21, 0.41, 0.45], [0.24, -0.10, 0.15]], "homo_lumo_gap_ev": [7.38, 7.44], "total_charge": 2, "multiplicity": 3, "e_tot_ha": -1878.0733, "s2": 2.003, "e_lumo_ev": [-9.41, -9.42]}

***

(8)
{"formula": "C8H5N2OS2", "method": "the ωB97M-V functional and the def2-TZVPD basis", "species": ["C", "C", "C", "C", "C", "C", "C", "C", "N", "N", "O", "S", "S", "H", "H", "H", "H", "H"], "coordinates": [[-0.5441, -1.4349, -1.3733], [1.9962, 0.6490, -0.3133], [-1.2694, -2.5560, -1.0191], [2.4691, 1.8498, -0.7635], [-0.4711, -0.4853, -0.3510], [0.5096, 0.6408, -0.3711], [-1.0427, -0.8686, 0.9164], [0.1711, 1.7840, -0.9737], [-1.2390, -0.1027, 2.0371], [-1.3096, 1.1653, 1.8126], [-1.3994, 1.8881, 2.7499], [-1.8912, -2.3721, 0.5985], [1.2722, 3.0243, -1.1541], [-0.0933, -1.2999, -2.2942], [2.4892, -0.2049, -0.0617], [-1.6430, -3.3627, -1.5617], [3.4682, 2.2661, -0.7594], [-1.4726, -0.5800, 2.8816]], "forces_ev_per_a": [[-1.51, -1.38, 1.36], [-3.79, 2.22, -1.10], [0.10, 2.67, 1.86], [-0.04, 0.62, 0.87], [0.93, -0.01, 4.11], [-0.20, -0.44, -1.02], [-0.56, -1.56, -4.37], [1.83, -1.40, 0.23], [0.49, -2.34, -0.88], [0.11, 2.50, -0.71], [-0.26, 0.41, 0.89], [0.57, 0.26, 0.12], [0.02, 1.72, 0.01], [0.78, 0.20, -1.70], [1.58, -2.13, 0.57], [-0.09, -1.22, -0.92], [0.18, -0.37, -0.52], [-0.17, 0.25, 1.20]], "relative_energy_kcal_mol": 22.2, "homo_lumo_gap_ev": [4.04, 4.36], "total_charge": 1, "e_tot_ha": -1288.4215, "e_lumo_ev": [-8.26, -8.09]}

***

(9)
{"formula": "C8H5O2S", "method": "the ωB97M-V functional and the def2-TZVPD basis", "species": ["C", "C", "C", "C", "C", "C", "C", "C", "O", "O", "S", "H", "H", "H", "H", "H"], "coordinates": [[-2.4822, 1.6386, -0.0558], [-3.2952, 0.5067, 0.0005], [-1.1120, 1.3105, -0.0296], [-0.9041, 0.0021, -0.0749], [1.8649, 1.0244, 0.0803], [0.2583, -0.8373, -0.0277], [1.6754, -0.2081, -0.0678], [2.7590, -1.3012, 0.0475], [2.2674, 2.1303, -0.0171], [0.2476, -2.0742, -0.0999], [-2.4663, -1.0035, 0.0723], [-3.0170, 2.6884, -0.0030], [-4.4050, 0.6438, 0.1378], [3.5600, -0.8080, 0.4248], [2.8790, -1.5476, -1.0232], [2.1701, -2.1648, 0.6356]], "forces_ev_per_a": [[-2.24, 0.20, 0.44], [-1.07, 1.19, 0.53], [1.55, 1.74, -0.40], [-0.98, -1.84, 0.73], [1.43, 5.27, -0.94], [1.60, -0.35, -1.14], [-2.66, -5.05, 1.02], [-4.66, -1.13, -1.24], [-0.46, -0.97, 0.73], [-0.57, 0.81, 0.40], [-0.01, 1.18, -0.45], [1.44, -2.06, -0.22], [1.18, -0.70, -0.32], [2.88, 0.57, 1.44], [0.49, -0.67, 0.68], [2.08, 1.80, -1.28]], "relative_energy_kcal_mol": 60.7, "homo_lumo_gap_ev": 6.79, "total_charge": -1, "e_tot_ha": -856.4380, "e_lumo_ev": 3.50}

***

(10)
{"formula": "C8H6", "method": "the ωB97M-V functional and the def2-TZVPD basis", "species": ["C", "C", "C", "C", "C", "C", "C", "C", "H", "H", "H", "H", "H", "H"], "coordinates": [[2.2216, 1.4661, -0.1877], [1.2636, 0.5476, -0.3202], [-0.1837, 1.0908, -0.4996], [-1.5225, 0.8125, -0.1658], [-2.1610, -0.3485, 0.2450], [-2.9256, -1.3516, 0.2875], [1.6168, -0.8144, -0.0423], [1.5576, -1.8837, 0.5936], [3.3784, 1.3968, -0.0627], [2.1221, 2.5202, -0.4363], [0.0366, 2.2164, -0.4853], [-2.2019, 1.5916, -0.1945], [-3.8327, -2.2501, 0.1016], [1.2961, -2.5882, 1.6153]], "forces_ev_per_a": [[2.99, 1.48, -0.94], [-0.96, -0.01, -0.14], [-0.38, 1.76, 2.00], [5.03, -0.32, -0.50], [-3.63, -5.83, -0.39], [-0.38, 0.79, -0.89], [-1.41, -3.57, 2.70], [-0.85, 1.06, 1.87], [-2.33, -1.16, 0.08], [-1.05, -0.02, 0.27], [-0.95, -1.52, -0.80], [-0.89, 1.91, -0.25], [3.58, 3.32, 1.00], [1.23, 2.11, -3.99]], "relative_energy_kcal_mol": 101.5, "homo_lumo_gap_ev": 8.33, "total_charge": 0, "e_tot_ha": -308.1369, "smiles": "C#C/C=C\\C(=C)C#C", "e_lumo_ev": -0.15}

***

- Number 4 is which compound?
  C8H5F3N4O7P2PmS

***

- Which formula does entry 5 have?
  C8H5F4N

***

- Which formula does entry 7 have?
  C8H5N2O5Tm